1.
A cluster of 3 separate species, C3H12O2S2 in total in a non-equilibrium geometry, computed with the ωB97M-V functional and the def2-TZVPD basis.

Properties
- lowest unoccupied orbital energy (eV) = 0.51
- E_tot (hartree) = -1068.2852
- energy relative to the best compared isomer or geometry (same formula, charge and spin) (kcal per mole) = 49.5
- structure (SMILES) = CCSSC.O.O
- HOMO-LUMO gap (eV) = 8.63

Each line ends with the Löwdin charge.
Cartesian coordinates (Å):
C -2.301 -0.503 -1.197  -0.1971
C -1.376 0.698 -1.027  -0.5258
S -1.350 1.112 0.801  0.4145
S 0.147 0.265 1.660  0.3669
C 0.334 -1.555 1.532  -0.3795
H -1.922 -1.349 -0.723  0.0216
H -2.235 -0.924 -2.201  0.0728
H -3.338 -0.401 -0.906  0.0739
H -0.310 0.699 -1.396  0.0742
H -1.821 1.502 -1.648  0.0728
H -0.411 -1.969 2.007  -0.0428
H 0.323 -1.806 0.415  0.0565
H 1.266 -1.736 1.991  0.0167
O 2.330 -1.827 -2.359  -0.0463
H 1.446 -2.303 -2.476  0.0848
H 2.556 -1.610 -1.515  -0.0511
O 2.447 1.045 -1.061  -0.0303
H 2.220 1.656 -0.432  -0.0248
H 3.306 0.626 -0.978  0.0428

2.
A cluster of 3 separate species, C3H12O2S2 in total, computed with the ωB97M-V functional and the def2-TZVPD basis.

Properties
- lowest unoccupied orbital energy (eV) = 0.37
- E_tot (hartree) = -1068.3518
- energy relative to the best compared isomer or geometry (same formula, charge and spin) (kcal per mole) = 7.8
- structure (SMILES) = CCSSC.O.O
- HOMO-LUMO gap (eV) = 8.79

Each line ends with the Löwdin charge.
Cartesian coordinates (Å):
C 0.240 -2.433 1.150  -0.1802
C 0.526 -1.515 -0.014  -0.5997
S -1.056 -0.899 -0.695  0.4625
S -0.468 -0.237 -2.568  0.4361
C 0.785 1.039 -2.232  -0.4487
H -0.240 -3.328 0.813  0.0612
H -0.413 -1.954 1.881  0.0608
H 1.168 -2.704 1.658  0.0792
H 1.141 -0.680 0.285  0.0534
H 0.997 -2.055 -0.827  0.0636
H 0.343 2.026 -2.265  0.0125
H 1.209 0.851 -1.245  0.0192
H 1.531 0.938 -3.012  0.0262
O -1.108 2.731 -0.281  -0.0778
H -1.662 1.970 -0.492  0.0006
H -0.746 2.479 0.580  0.0000
O -0.417 1.158 2.236  -0.0627
H -0.534 1.838 2.911  0.0531
H -1.295 0.773 2.117  0.0407

3.
A cluster of 3 separate species, C3H12O3 in total in a non-equilibrium geometry, computed with the ωB97M-V functional and the def2-TZVPD basis.

Properties
- lowest unoccupied orbital energy (eV) = 0.71
- E_tot (hartree) = -347.2068
- energy relative to the best compared isomer or geometry (same formula, charge and spin) (kcal per mole) = 1.1
- structure (SMILES) = CC(C)O.O.O
- HOMO-LUMO gap (eV) = 11.49

Each line ends with the Löwdin charge.
Cartesian coordinates (Å):
C -0.668 1.205 -0.266  -0.0673
C -0.367 0.057 0.643  -0.4840
C -0.555 0.359 2.127  -0.0463
O 0.914 -0.543 0.387  -0.0745
H -0.752 0.914 -1.314  0.0863
H -0.071 2.115 -0.176  0.0899
H -1.686 1.534 -0.037  0.0871
H -1.031 -0.739 0.388  0.1128
H -1.614 0.245 2.380  0.0813
H -0.312 1.365 2.478  0.0802
H 0.025 -0.397 2.660  0.0806
H 1.632 0.069 0.590  0.0906
O -0.977 -2.597 -1.495  -0.0607
H -0.221 -2.431 -0.914  0.0185
H -0.712 -3.404 -1.951  0.0364
O 2.167 1.123 -1.749  -0.0615
H 2.650 0.636 -2.425  0.0408
H 1.577 0.488 -1.324  -0.0102

4.
A cluster of 3 separate species, C3H12O3 in total in a non-equilibrium geometry, computed with the ωB97M-V functional and the def2-TZVPD basis.

Properties
- lowest unoccupied orbital energy (eV) = 0.55
- E_tot (hartree) = -347.1978
- energy relative to the best compared isomer or geometry (same formula, charge and spin) (kcal per mole) = 6.8
- structure (SMILES) = CC(C)O.O.O
- HOMO-LUMO gap (eV) = 10.78

Each line ends with the Löwdin charge.
Cartesian coordinates (Å):
C 1.286 -1.349 -0.745  -0.0605
C 0.762 -0.736 0.535  -0.4124
C 0.054 -1.812 1.382  -0.0528
O -0.295 0.225 0.159  -0.1210
H 1.989 -0.762 -1.333  0.0822
H 0.431 -1.706 -1.315  0.0869
H 1.807 -2.282 -0.545  0.0735
H 1.379 -0.062 1.108  0.1323
H 0.591 -2.755 1.450  0.0723
H -0.956 -1.915 1.015  0.0786
H 0.001 -1.463 2.417  0.0759
H -0.632 0.055 -0.731  0.0669
O -1.562 2.491 1.304  -0.0780
H -0.985 1.719 1.389  0.0043
H -1.640 2.653 0.356  0.0049
O -0.713 2.162 -2.061  -0.0565
H -1.419 2.647 -2.519  0.0500
H -0.100 2.889 -1.864  0.0534

5.
A cluster of 4 separate species, C3H12O4 in total in a non-equilibrium geometry, computed with the ωB97M-V functional and the def2-TZVPD basis.

Properties
- lowest unoccupied orbital energy (alpha / beta) (eV) = 3.21 / 3.20
- E_tot (hartree) = -422.3880
- 2S+1 = 2
- <S²> = 0.7504
- energy relative to the best compared isomer or geometry (same formula, charge and spin) (kcal per mole) = 37.1
- charge = -1
- HOMO-LUMO gap (alpha / beta) (eV) = 2.43 / 9.13

Each line ends with the Löwdin charge.
Cartesian coordinates (Å):
C -2.926 -1.240 -0.544  -0.1705
C -2.668 -0.695 -1.910  -0.1945
C -1.990 0.434 -2.094  -0.2745
O -1.843 1.111 -3.283  -0.0381
H -3.127 -2.309 -0.566  0.0578
H -2.007 -1.114 0.064  0.0561
H -3.594 -0.679 0.091  0.0538
H -3.299 -1.108 -2.702  0.0920
H -1.547 0.978 -1.291  0.0777
H -2.518 0.812 -3.886  0.0723
H 2.548 -1.022 2.107  -0.0362
H 3.522 -2.187 2.233  -0.0101
O 2.927 -1.654 2.753  -0.1812
H 2.080 0.645 0.598  -0.0409
H 0.815 0.964 1.475  -0.0370
O 1.651 0.458 1.455  -0.2457
H 4.634 2.641 1.980  0.0026
H 3.586 1.521 1.885  -0.0140
O 3.756 2.445 1.635  -0.1696

6.
A cluster of 4 separate species, C3H12O4 in total in a non-equilibrium geometry, computed with the ωB97M-V functional and the def2-TZVPD basis.

Properties
- lowest unoccupied orbital energy (eV) = 0.38
- E_tot (hartree) = -422.3990
- energy relative to the best compared isomer or geometry (same formula, charge and spin) (kcal per mole) = 39.2
- structure (SMILES) = C=C(C)O.O.O.O
- HOMO-LUMO gap (eV) = 9.04

Each line ends with the Löwdin charge.
Cartesian coordinates (Å):
C -0.457 -1.718 0.814  0.0368
C 0.748 -1.143 0.887  -0.4579
C 1.321 -0.593 2.185  -0.0470
O 1.640 -1.040 -0.160  0.0114
H -1.187 -1.389 1.539  0.0567
H -0.680 -2.512 0.122  0.0609
H 1.760 -1.307 2.885  0.0800
H 0.490 -0.080 2.679  0.0805
H 2.144 0.079 1.929  0.0718
H 2.522 -1.246 0.157  0.0909
O -1.925 0.851 -0.147  -0.0656
H -1.899 1.315 -0.992  0.0356
H -1.670 1.603 0.428  0.0536
O 4.645 1.717 -4.292  -0.0718
H 5.081 0.868 -4.224  0.0211
H 4.025 1.648 -3.528  0.0507
O -5.782 1.140 0.165  -0.0796
H -5.154 0.407 0.310  0.0370
H -5.620 1.402 -0.757  0.0350

7.
A cluster of 3 separate species, C3H12O4 in total in a non-equilibrium geometry, computed with the ωB97M-V functional and the def2-TZVPD basis.

Properties
- lowest unoccupied orbital energy (eV) = 0.61
- E_tot (hartree) = -422.4202
- energy relative to the best compared isomer or geometry (same formula, charge and spin) (kcal per mole) = 25.9
- structure (SMILES) = OCCCO.O.O
- HOMO-LUMO gap (eV) = 10.70

Each line ends with the Löwdin charge.
Cartesian coordinates (Å):
O -0.990 2.441 2.809  -0.0518
C -0.942 2.318 1.412  -0.3017
C 0.030 1.257 0.930  -0.1766
C 0.388 1.505 -0.531  -0.2763
O 1.054 0.378 -1.106  -0.0731
H -1.479 1.691 3.159  0.0880
H -0.548 3.237 0.998  0.1152
H -1.921 2.122 0.955  0.1250
H -0.383 0.277 1.104  0.1184
H 0.944 1.528 1.422  0.1107
H 0.943 2.439 -0.691  0.1230
H -0.534 1.601 -1.105  0.1178
H 1.938 0.334 -0.726  0.0815
O 1.700 -3.039 -6.282  -0.0654
H 2.496 -3.272 -5.784  0.0343
H 1.035 -3.628 -5.908  0.0310
O -1.624 -3.647 3.079  -0.0614
H -1.083 -4.181 2.489  0.0310
H -1.027 -3.361 3.776  0.0301

8.
A cluster of 4 separate species, C3H12O4 in total in a non-equilibrium geometry, computed with the ωB97M-V functional and the def2-TZVPD basis.

Properties
- lowest unoccupied orbital energy (eV) = 0.64
- E_tot (hartree) = -422.4243
- energy relative to the best compared isomer or geometry (same formula, charge and spin) (kcal per mole) = 23.4
- structure (SMILES) = C=CCO.O.O.O
- HOMO-LUMO gap (eV) = 10.19

Each line ends with the Löwdin charge.
Cartesian coordinates (Å):
C 1.410 -1.113 1.910  -0.0112
C 1.144 0.073 1.384  -0.1635
C -0.172 0.779 1.602  -0.2476
O -0.365 1.658 0.493  -0.1035
H 2.306 -1.706 1.743  0.0508
H 0.852 -1.497 2.763  0.0574
H 1.811 0.520 0.672  0.0776
H -1.040 0.129 1.665  0.1129
H -0.117 1.348 2.538  0.1165
H -1.137 1.390 -0.031  0.0336
O 1.576 0.270 -1.590  -0.0639
H 2.167 1.015 -1.751  0.0585
H 0.751 0.726 -1.365  0.0276
O -0.616 -1.767 -1.878  -0.0564
H 0.163 -1.278 -2.178  0.0158
H -0.294 -2.158 -1.054  0.0478
O -2.464 0.367 -0.862  -0.0427
H -3.141 -0.174 -0.452  0.0582
H -2.110 -0.119 -1.616  0.0320

9.
A cluster of 4 separate species, C3H12O4 in total in a non-equilibrium geometry, computed with the ωB97M-V functional and the def2-TZVPD basis.

Properties
- lowest unoccupied orbital energy (eV) = 0.64
- E_tot (hartree) = -422.3809
- energy relative to the best compared isomer or geometry (same formula, charge and spin) (kcal per mole) = 50.5
- structure (SMILES) = C/C=C/O.O.O.O
- HOMO-LUMO gap (eV) = 9.81

Each line ends with the Löwdin charge.
Cartesian coordinates (Å):
C 2.267 -1.549 -1.466  -0.0903
C 1.831 -0.572 -0.285  -0.1484
C 1.263 -1.014 0.840  -0.1522
O 0.865 -0.129 1.965  -0.0350
H 3.417 -1.632 -1.571  0.0909
H 1.806 -2.442 -1.271  0.0096
H 1.987 -1.265 -2.575  0.0981
H 2.193 0.424 -0.485  0.0948
H 0.819 -1.946 0.820  0.0868
H 0.891 -0.789 2.620  0.0387
O -2.904 -0.405 0.514  -0.0355
H -2.334 -0.365 -0.237  -0.0089
H -2.535 -0.972 1.175  0.0204
O -2.534 3.459 1.407  -0.0963
H -3.415 3.900 1.360  0.0452
H -2.886 2.573 1.136  0.0397
O -0.424 0.588 -1.309  -0.0324
H -0.131 1.042 -0.546  0.0149
H -0.177 1.095 -2.092  0.0599

10.
A cluster of 4 separate species, C3H12O4 in total in a non-equilibrium geometry, computed with the ωB97M-V functional and the def2-TZVPD basis.

Properties
- lowest unoccupied orbital energy (eV) = 0.78
- E_tot (hartree) = -422.4442
- energy relative to the best compared isomer or geometry (same formula, charge and spin) (kcal per mole) = 10.8
- structure (SMILES) = C/C=C/O.O.O.O
- HOMO-LUMO gap (eV) = 9.43

Each line ends with the Löwdin charge.
Cartesian coordinates (Å):
C 2.809 -2.534 -0.767  -0.1196
C 2.116 -1.288 -0.307  -0.1455
C 1.090 -0.823 -0.996  -0.1913
O 0.379 0.319 -0.649  -0.0563
H 2.894 -3.234 0.043  0.0579
H 3.851 -2.295 -0.997  0.0695
H 2.398 -3.059 -1.623  0.0721
H 2.576 -0.747 0.499  0.1027
H 0.591 -1.326 -1.813  0.1221
H -0.540 0.207 -0.951  0.0519
O -2.277 1.021 -1.013  -0.0485
H -2.771 1.312 -0.225  0.0103
H -2.687 1.502 -1.733  0.0517
O -0.718 1.399 1.859  -0.0434
H -0.210 1.821 2.554  0.0576
H -0.068 1.073 1.212  0.0364
O -3.257 2.214 1.321  -0.0616
H -2.328 2.075 1.533  -0.0113
H -3.849 2.363 2.051  0.0454